1.
Density functional theory data (ωB97M-V with the def2-TZVPD basis set) for a structure of composition C25H18ClF10IrN3O3.

Geometry as ORCA input:
```
! RIJCOSX wB97M-V def2-TZVPD def2/J DEFGRID3
* xyz -1 5
Ir -0.06 -0.51 0.57
C -0.17 2.10 -1.43
N -0.01 1.86 0.00
C -1.19 2.28 0.75
C -2.41 1.41 0.41
N -2.00 0.06 0.03
C -3.00 -0.83 -0.29
C -4.24 -0.95 0.35
F -4.55 -0.20 1.43
C -5.20 -1.88 -0.03
F -6.36 -1.95 0.63
C -4.94 -2.76 -1.07
F -5.86 -3.67 -1.44
C -3.72 -2.68 -1.71
F -3.46 -3.51 -2.74
C -2.79 -1.74 -1.34
F -1.65 -1.68 -2.04
C 1.27 2.31 0.54
C 2.36 1.39 0.02
N 2.02 0.02 0.36
C 3.02 -0.90 0.19
C 3.13 -1.98 1.09
F 2.26 -2.10 2.09
C 4.11 -2.96 1.00
F 4.15 -3.96 1.88
C 5.07 -2.89 0.00
F 6.02 -3.83 -0.09
C 5.01 -1.85 -0.91
F 5.90 -1.77 -1.90
C 4.00 -0.90 -0.82
F 3.97 0.03 -1.80
H -0.23 3.18 -1.63
H -1.08 1.61 -1.78
H 0.67 1.69 -1.98
H -1.43 3.34 0.56
H -0.95 2.18 1.81
H -3.00 1.86 -0.41
H -3.05 1.43 1.29
H 1.21 2.23 1.62
H 1.47 3.36 0.26
H 3.32 1.68 0.48
H 2.49 1.55 -1.05
Cl 0.30 0.79 3.76
C -0.40 -0.54 2.74
H -1.47 -0.54 2.95
H 0.03 -1.46 3.12
O 2.01 -4.53 -1.33
C 1.03 -5.27 -0.79
C 1.08 -6.66 -0.97
C 0.09 -7.46 -0.45
C -0.98 -6.92 0.26
C -1.03 -5.55 0.45
C -0.04 -4.71 -0.06
C -0.12 -3.25 0.18
O -1.03 -2.76 0.89
O 0.77 -2.50 -0.34
H 1.78 -3.59 -1.13
H 1.91 -7.07 -1.52
H 0.14 -8.53 -0.60
H -1.76 -7.55 0.66
H -1.83 -5.09 1.00
*
```

## Properties
Kohn-Sham gap (alpha / beta)	6.1549 / 7.1026	eV
calculated total energy	-2916.5699	Eh
<S²>	6.014

Results of the Mulliken charge analysis, in e, for atoms 1 through 4: number 1, Ir, carries 1.76; number 2, C, carries -1.14; number 3, N, carries 0.62; number 4, C, carries -1.33

=====

2.
Density functional theory data (ωB97M-V with the def2-TZVPD basis set) for a structure of composition C25H18ClN7O4PtS2.

Geometry as ORCA input:
```
! RIJCOSX wB97M-V def2-TZVPD def2/J DEFGRID3
* xyz 0 1
Pt -1.68 1.32 0.00
S -2.02 1.76 2.31
C -3.08 0.46 2.73
C -3.76 0.62 3.97
N -4.30 0.78 4.97
C -3.24 -0.67 2.00
S -2.43 -1.05 0.54
C -4.08 -1.70 2.52
N -4.73 -2.56 2.92
C 0.54 -5.29 2.33
O 1.94 -5.15 2.15
C 2.38 -4.49 1.06
C 1.56 -4.03 0.03
C 2.10 -3.30 -1.01
C 3.47 -3.01 -1.06
C 4.30 -3.54 -0.05
C 3.76 -4.24 1.00
N 4.03 -2.21 -2.02
N 3.37 -1.54 -2.86
C 2.35 -0.70 -2.63
C 1.54 -0.32 -3.71
C 0.30 0.27 -3.54
C -0.19 0.55 -2.25
O -1.40 1.01 -2.05
C 0.69 0.34 -1.16
N 0.23 0.73 0.06
C 1.01 0.62 1.13
C 2.31 0.15 1.04
C 2.79 -0.28 -0.19
C 1.97 -0.23 -1.31
H 0.40 -5.72 3.32
H 0.11 -5.97 1.58
H 0.03 -4.33 2.27
H 0.50 -4.24 0.03
H 1.46 -2.95 -1.81
H 5.36 -3.35 -0.10
H 4.38 -4.61 1.80
H 1.88 -0.58 -4.70
H -0.33 0.49 -4.38
H 0.59 0.94 2.07
H 2.92 0.10 1.92
H 3.81 -0.62 -0.26
Cl -3.56 4.53 -1.88
C -3.95 4.01 -0.23
C -4.51 2.57 -0.30
O -5.71 2.44 -0.45
O -3.69 1.58 -0.18
H -4.73 4.66 0.15
H -3.05 4.07 0.38
N -0.33 4.42 0.47
C 0.05 5.55 -0.15
C 0.02 5.29 -1.50
C -0.39 3.96 -1.61
N -0.59 3.44 -0.41
H -0.39 4.25 1.46
H 0.30 6.44 0.39
H 0.24 5.97 -2.31
H -0.55 3.37 -2.50
*
```

## Properties
Kohn-Sham gap (alpha / beta)	4.7071 / 4.7079	eV
calculated total energy	-3023.4999	Eh
energy above the lowest of the compared OMol25 structures with the same formula, charge and spin	203.2	kJ/mol

Results of the Mulliken charge analysis, in e, for atoms 1 through 4: number 1, Pt, carries 1.84; number 2, S, carries -0.46; number 3, C, carries 0.79; number 4, C, carries -0.25

=====

3.
Density functional theory data (ωB97M-V with the def2-TZVPD basis set) for the molecule C25H18F2N2.

Geometry as ORCA input:
```
! RIJCOSX wB97M-V def2-TZVPD def2/J DEFGRID3
* xyz 0 1
F 3.80 -2.41 -2.45
C 3.03 -1.26 -2.35
C 3.14 -0.30 -3.34
C 2.23 0.76 -3.28
C 1.24 0.81 -2.30
C 1.15 -0.14 -1.28
C -0.08 -0.12 -0.32
C 0.02 -1.30 0.64
C -0.05 -1.40 1.99
C -0.05 -2.69 2.73
C 0.58 -3.88 2.27
C 0.44 -5.06 3.00
F 1.06 -6.19 2.55
C -0.30 -5.14 4.18
C -0.90 -3.97 4.64
C -0.77 -2.76 3.95
C 2.11 -1.18 -1.30
H 3.87 -0.42 -4.15
H 2.27 1.52 -4.05
H 0.48 1.58 -2.37
H -0.91 -0.46 -1.01
H 0.29 -2.22 0.12
H -0.10 -0.52 2.67
H 1.14 -3.88 1.33
H -0.38 -6.08 4.72
H -1.48 -3.99 5.55
H -1.28 -1.87 4.30
H 2.14 -1.96 -0.54
C -1.66 1.11 1.24
C -0.45 1.20 0.30
C 0.73 1.66 1.09
N 1.65 1.96 1.75
C -0.88 2.38 -0.71
C -2.16 2.39 -1.30
C -2.48 3.29 -2.33
C -1.60 4.31 -2.68
C -1.92 5.17 -3.79
N -2.23 5.83 -4.71
C -0.41 4.44 -1.96
C -0.09 3.52 -0.94
H -2.55 0.74 0.73
H -1.46 0.47 2.09
H -1.87 2.11 1.63
H -2.94 1.72 -0.95
H -3.44 3.22 -2.84
H 0.26 5.28 -2.18
H 0.80 3.72 -0.33
*
```

## Properties
Kohn-Sham gap	8.8649	eV
structure (SMILES)	C[C@](C#N)(c1ccc(C#N)cc1)[C@H](/C=C/c1cccc(F)c1)c1cccc(F)c1
calculated total energy	-1272.6448	Eh

Results of the Mulliken charge analysis, in e, for atoms 1 through 4: number 1, F, carries -0.32; number 2, C, carries 0.21; number 3, C, carries -0.65; number 4, C, carries -0.72

=====

4.
Density functional theory data (ωB97M-V with the def2-TZVPD basis set) for a structure of composition C25H18MnN3OS2.

Geometry as ORCA input:
```
! RIJCOSX wB97M-V def2-TZVPD def2/J DEFGRID3
* xyz -1 6
Mn 0.41 -0.21 0.63
S -0.82 -2.24 2.10
C -1.12 -2.81 0.50
C -1.83 -3.98 0.17
C -2.03 -4.30 -1.16
C -1.51 -3.48 -2.16
C -0.82 -2.35 -1.77
N -0.63 -2.03 -0.49
H -2.23 -4.59 0.97
H -2.58 -5.20 -1.42
H -1.65 -3.70 -3.21
H -0.40 -1.66 -2.49
O 1.90 -0.31 1.90
N 1.90 0.30 3.07
C 2.94 0.03 3.88
C 3.05 0.61 5.11
C 2.06 1.52 5.51
C 1.02 1.79 4.67
C 0.91 1.18 3.40
S -0.33 1.51 2.28
H 3.64 -0.68 3.47
H 3.89 0.36 5.74
H 2.12 1.99 6.48
H 0.24 2.48 4.94
C 3.85 -1.11 -1.79
C 3.59 -0.36 -2.93
C 2.43 0.39 -3.03
C 1.50 0.40 -1.98
C 1.78 -0.35 -0.83
C 2.94 -1.11 -0.74
C 0.23 1.12 -1.98
C -0.19 2.02 -2.95
C -1.42 2.62 -2.86
C -2.31 2.27 -1.79
C -3.61 2.78 -1.66
C -4.45 2.36 -0.64
C -4.01 1.42 0.27
C -2.72 0.90 0.18
C -1.85 1.32 -0.83
N -0.57 0.81 -0.90
H 4.76 -1.70 -1.72
H 4.30 -0.36 -3.76
H 2.22 0.95 -3.93
H 3.14 -1.69 0.15
H 0.47 2.24 -3.79
H -1.76 3.33 -3.62
H -3.95 3.51 -2.39
H -5.45 2.77 -0.56
H -4.66 1.07 1.07
H -2.39 0.14 0.88
*
```

## Properties
Kohn-Sham gap (alpha / beta)	4.5571 / 6.9983	eV
calculated total energy	-3150.4197	Eh
energy above the lowest of the compared OMol25 structures with the same formula, charge and spin	78.0	kJ/mol
<S²>	8.916

Results of the Mulliken charge analysis, in e, for atoms 1 through 4: number 1, Mn, carries -0.57; number 2, S, carries -0.47; number 3, C, carries 0.35; number 4, C, carries -0.85

=====

- Which of these has the highest calculated total energy?
  C25H18F2N2